Record 1
Formula: C5H9NO
Source: the Open Molecules 2025 dataset
Level of theory: ωB97M-V/def2-TZVPD

Each line ends with the Löwdin charge.
Element x y z (Å)
C -1.8070 -0.3241 -0.3236  -0.070
C -0.6439 0.0931 0.5337  -0.261
C 0.2810 -1.0488 1.0659  -0.128
N 1.2199 -1.3870 0.2814  0.037
C 1.4428 -0.3420 -0.6593  -0.189
C 0.5965 0.8567 -0.2152  -0.332
O 1.2198 1.6276 0.7875  -0.043
H -2.7873 0.1100 -0.0241  0.084
H -1.9685 -1.3716 -0.1508  0.064
H -1.6534 -0.0975 -1.4205  0.098
H -0.8158 0.6951 1.4423  0.133
H -0.0257 -1.7920 1.7981  0.109
H 0.8774 -0.7520 -1.5654  0.136
H 2.4886 -0.2404 -0.9677  0.117
H 0.1189 1.4788 -0.9566  0.131
H 1.4567 2.4942 0.3743  0.116

Properties
* lowest unoccupied orbital energy: 0.029 Eh
* electronic energy: -8866.9127 eV
* SMILES: C[C@H]1C=NC[C@@H]1O
* molecular weight: 99.13 g/mol
* ΔE to the lowest compared entry with this formula, charge and spin: 221.9 kJ/mol
* max |F|: 4.34 eV Å⁻¹
* HOMO-LUMO gap: 10.1455 eV

***

Record 2
Formula: C5H9NO
Source: the Open Molecules 2025 dataset
Level of theory: ωB97M-V/def2-TZVPD

Each line ends with the Löwdin charge.
Element x y z (Å)
C -0.2152 -0.1797 -1.5923  -0.035
C -0.1474 -0.0913 -0.0726  -0.451
C -1.2494 -0.8901 0.6069  -0.034
C 1.2823 -0.2562 0.5213  -0.107
N 1.2234 1.1537 0.8943  0.104
C -0.0384 1.3707 0.4099  -0.464
O -0.7589 2.3379 0.3716  0.084
H -1.1689 0.2244 -1.9484  0.091
H -0.1315 -1.2193 -1.9295  0.086
H 0.5909 0.3989 -2.0577  0.090
H -1.1961 -1.9476 0.3223  0.085
H -2.2303 -0.5033 0.3097  0.090
H -1.1765 -0.8236 1.6981  0.089
H 1.3512 -0.9406 1.3750  0.114
H 2.0594 -0.5007 -0.2117  0.115
H 1.9134 1.7819 1.2813  0.143

Properties
* lowest unoccupied orbital energy: 0.031 Eh
* electronic energy: -8868.5176 eV
* SMILES: CC1(C)CNC1=O
* molecular weight: 99.13 g/mol
* ΔE to the lowest compared entry with this formula, charge and spin: 67.1 kJ/mol
* max |F|: 0.45 eV Å⁻¹
* HOMO-LUMO gap: 10.4471 eV

***

Record 3
Formula: C5H9NO
Source: the Open Molecules 2025 dataset
Level of theory: ωB97M-V/def2-TZVPD

Each line ends with the Löwdin charge.
Element x y z (Å)
C 1.2702 1.7185 0.2846  -0.059
C 1.0406 0.3873 0.9695  -0.444
N -0.1886 -0.0077 1.4969  0.069
C 0.6008 -0.8582 0.0130  0.035
C -0.4721 -0.9624 -1.0425  -0.332
C -1.8949 -1.1147 -0.6850  -0.111
O -1.3645 0.1161 -1.1857  -0.065
H 2.0478 1.4975 -0.4451  0.077
H 1.6170 2.5483 0.9178  0.077
H 0.3664 2.0350 -0.2464  0.076
H 1.8573 0.0928 1.6391  0.126
H -0.8898 0.6610 1.1316  0.071
H 0.9465 -1.9225 0.1257  0.119
H -0.1712 -1.4616 -1.9802  0.144
H -2.5981 -1.6004 -1.3635  0.109
H -2.1672 -1.1289 0.3700  0.106

Properties
* lowest unoccupied orbital energy: 0.039 Eh
* electronic energy: -8864.4233 eV
* molecular weight: 99.13 g/mol
* ΔE to the lowest compared entry with this formula, charge and spin: 462.1 kJ/mol
* max |F|: 2.96 eV Å⁻¹
* HOMO-LUMO gap: 9.7742 eV

***

Record 4
Formula: C5H9NO
Source: the Open Molecules 2025 dataset
Level of theory: ωB97M-V/def2-TZVPD

Each line ends with the Löwdin charge.
Element x y z (Å)
C -1.0410 1.2036 2.6680  -0.042
O -0.7072 1.5782 1.3274  -0.093
C 0.0055 0.7359 0.6327  0.006
C 0.5037 -1.2491 -1.2103  -0.204
C 0.1093 -0.9652 -2.6392  -0.135
C 1.5966 -0.6596 -0.6320  -0.386
N 2.2657 0.0473 0.0513  0.107
H -1.6720 2.0021 3.0554  0.095
H -0.1291 1.1186 3.2642  0.103
H -1.5881 0.2560 2.6724  0.100
H 0.2137 -0.2349 1.0498  0.074
H 0.2185 1.0678 -0.3642  0.083
H 0.2191 -2.2221 -0.8131  0.087
H 0.5995 -1.6525 -3.3419  0.067
H -0.9712 -1.0799 -2.7818  0.066
H 0.3770 0.0538 -2.9385  0.071

Properties
* lowest unoccupied orbital energy (alpha / beta): -0.004 / 0.009 Eh
* electronic energy: -8864.1891 eV
* molecular weight: 99.13 g/mol
* ΔE to the lowest compared entry with this formula, charge and spin: 484.7 kJ/mol
* max |F|: 0.98 eV Å⁻¹
* HOMO-LUMO gap (alpha / beta): 7.2055 / 7.8176 eV

***

Record 5
Formula: C5H9NO
Source: the Open Molecules 2025 dataset
Level of theory: ωB97M-V/def2-TZVPD

Each line ends with the Löwdin charge.
Element x y z (Å)
C 2.4941 0.3493 0.1863  -0.108
O 1.1182 0.6402 0.2796  -0.187
C 0.3235 -0.5207 0.2495  -0.255
C -1.1269 -0.0503 0.3184  -0.351
C -1.6553 0.6383 -0.9206  -0.073
C -1.8838 -1.6647 0.2821  -0.057
N -2.3680 -1.0512 1.1861  0.107
H 3.0265 1.3017 0.2247  0.090
H 2.7421 -0.1590 -0.7588  0.092
H 2.8356 -0.2824 1.0216  0.092
H 0.5455 -1.1750 1.1063  0.129
H 0.4912 -1.0943 -0.6744  0.128
H -1.2010 0.6140 1.1804  0.134
H -2.6930 0.9512 -0.7804  0.086
H -1.0433 1.5252 -1.1106  0.087
H -1.6054 -0.0223 -1.7903  0.085

Properties
* lowest unoccupied orbital energy: 0.035 Eh
* electronic energy: -8865.2935 eV
* molecular weight: 99.13 g/mol
* ΔE to the lowest compared entry with this formula, charge and spin: 378.1 kJ/mol
* max |F|: 1.00 eV Å⁻¹
* HOMO-LUMO gap: 11.3634 eV

***

Record 6
Formula: C5H9NO
Source: the Open Molecules 2025 dataset
Level of theory: ωB97M-V/def2-TZVPD

Each line ends with the Löwdin charge.
Element x y z (Å)
C 1.6046 0.0671 0.8372  -0.053
C 0.8522 -0.8763 -0.0721  -0.319
N -0.1631 -1.7391 0.5490  0.067
C -0.5798 -0.7552 -0.4182  -0.365
C -1.3486 0.4322 -0.0333  -0.160
C -0.9002 1.5792 -1.0165  -0.222
O -0.0444 2.1589 -1.6471  0.062
H 0.9714 0.4369 1.6493  0.074
H 2.4497 -0.4573 1.2966  0.077
H 1.9966 0.9254 0.2799  0.078
H 1.4593 -1.3083 -0.8664  0.137
H -0.1868 -2.6561 0.1198  0.093
H -0.8675 -1.0504 -1.4251  0.147
H -1.1692 0.7318 1.0352  0.136
H -2.4511 0.3154 -0.0897  0.127
H -1.6230 2.1959 -0.1986  0.121

Properties
* lowest unoccupied orbital energy: 0.018 Eh
* electronic energy: -8864.8154 eV
* SMILES: C[C@H]1N[C@H]1CC=O
* molecular weight: 99.13 g/mol
* ΔE to the lowest compared entry with this formula, charge and spin: 424.3 kJ/mol
* max |F|: 7.69 eV Å⁻¹
* HOMO-LUMO gap: 9.3221 eV

***

Record 7
Formula: C5H9NO
Source: the Open Molecules 2025 dataset
Level of theory: ωB97M-V/def2-TZVPD

Each line ends with the Löwdin charge.
Element x y z (Å)
C -0.1654 1.0209 1.3155  -0.061
C 0.4226 0.2467 0.1276  -0.421
C 0.1284 0.8134 -1.2305  -0.039
C -0.4608 -1.4802 0.1277  -0.143
O -1.5675 -1.4631 -0.6661  -0.105
C 1.7761 -0.2468 0.3294  -0.231
N 2.7799 -0.7995 0.5073  0.154
H -1.2501 1.0825 1.1740  0.090
H 0.0225 0.4707 2.2424  0.083
H 0.2174 2.0425 1.4537  0.088
H -0.3304 1.8013 -1.2392  0.088
H -0.7857 0.2154 -1.7569  0.093
H 0.9394 0.7108 -1.9531  0.095
H 0.3342 -2.1684 -0.2006  0.104
H -0.6579 -1.5093 1.2039  0.105
H -1.4029 -0.7367 -1.4351  0.099

Properties
* lowest unoccupied orbital energy: 0.021 Eh
* electronic energy: -8866.2037 eV
* molecular weight: 99.13 g/mol
* ΔE to the lowest compared entry with this formula, charge and spin: 290.3 kJ/mol
* max |F|: 3.55 eV Å⁻¹
* HOMO-LUMO gap: 10.4924 eV

***

Record 8
Formula: C5H9NO
Source: the Open Molecules 2025 dataset
Level of theory: ωB97M-V/def2-TZVPD

Each line ends with the Löwdin charge.
Element x y z (Å)
C -0.2898 1.3537 -2.1183  -0.002
C -0.4396 1.0262 -0.8416  -0.204
C -0.8019 -0.3703 -0.4096  -0.229
C -0.7178 -0.5513 1.1254  -0.101
C 0.7092 -0.8083 1.6892  -0.530
N 1.7228 -0.7405 0.7486  0.154
O 0.9028 -1.1659 2.8174  0.062
H -0.2369 2.3922 -2.4169  0.054
H -0.1613 0.5779 -2.8646  0.063
H -0.4058 1.8039 -0.0850  0.104
H -0.2614 -1.1859 -0.8962  0.112
H -1.8192 -0.5441 -0.7751  0.117
H -1.2696 -1.3436 1.6275  0.115
H -1.1281 0.3974 1.4813  0.110
H 1.5654 -0.3630 -0.1738  0.072
H 2.6312 -0.4784 1.0916  0.103

Properties
* lowest unoccupied orbital energy: 0.035 Eh
* electronic energy: -8868.0682 eV
* SMILES: C=CCCC(N)=O
* molecular weight: 99.13 g/mol
* ΔE to the lowest compared entry with this formula, charge and spin: 110.4 kJ/mol
* max |F|: 1.83 eV Å⁻¹
* HOMO-LUMO gap: 10.6296 eV

***

Record 9
Formula: C5H9NO
Source: the Open Molecules 2025 dataset
Level of theory: ωB97M-V/def2-TZVPD

Each line ends with the Löwdin charge.
Element x y z (Å)
C 2.5100 -0.4887 -0.2508  -0.007
C 1.5361 0.4028 0.4976  -0.555
O 1.8571 1.4498 1.0146  0.069
N 0.3219 -0.1847 0.6740  0.167
C -0.8351 0.0111 0.2278  -0.369
C -1.9821 -0.7972 0.7478  -0.031
C -1.1508 0.9933 -0.8607  -0.015
H 2.0086 -1.0310 -1.0561  0.076
H 2.9216 -1.2131 0.4622  0.086
H 3.3262 0.1182 -0.6456  0.081
H -2.6990 -0.1366 1.2159  0.082
H -1.6597 -1.5394 1.4645  0.079
H -2.4786 -1.2882 -0.0772  0.081
H -0.4335 1.8142 -0.8421  0.084
H -1.0862 0.5000 -1.8288  0.090
H -2.1566 1.3896 -0.7432  0.080

Properties
* lowest unoccupied orbital energy: 0.031 Eh
* electronic energy: -8868.4255 eV
* SMILES: CC(=O)N=C(C)C
* molecular weight: 99.13 g/mol
* ΔE to the lowest compared entry with this formula, charge and spin: 75.9 kJ/mol
* max |F|: 1.07 eV Å⁻¹
* HOMO-LUMO gap: 10.2252 eV

***

Record 10
Formula: C5H9NO
Source: the Open Molecules 2025 dataset
Level of theory: ωB97M-V/def2-TZVPD

Each line ends with the Löwdin charge.
Element x y z (Å)
C 1.4268 0.7135 -0.0362  -0.041
C 0.1426 -0.0915 0.1103  -0.445
C 0.3486 -1.2605 1.0626  -0.033
C -1.0847 0.8746 0.1718  -0.100
N -1.3741 0.4805 -1.2089  0.100
C -0.4668 -0.5438 -1.2282  -0.464
O -0.2891 -1.4830 -1.9695  0.083
H 2.2547 0.0845 -0.3746  0.090
H 1.6957 1.1418 0.9364  0.088
H 1.2908 1.5335 -0.7477  0.089
H 0.7147 -0.9381 2.0433  0.083
H 1.1164 -1.9074 0.6163  0.092
H -0.5497 -1.8729 1.1882  0.088
H -1.8701 0.6099 0.8868  0.116
H -0.8356 1.9362 0.2845  0.111
H -2.1706 0.6548 -1.8065  0.143

Properties
* lowest unoccupied orbital energy: 0.031 Eh
* electronic energy: -8868.4147 eV
* SMILES: CC1(C)CNC1=O
* molecular weight: 99.13 g/mol
* ΔE to the lowest compared entry with this formula, charge and spin: 77.0 kJ/mol
* max |F|: 0.68 eV Å⁻¹
* HOMO-LUMO gap: 10.4678 eV

***

Record 11
Formula: C5H9NO
Source: the Open Molecules 2025 dataset
Level of theory: ωB97M-V/def2-TZVPD

Each line ends with the Löwdin charge.
Element x y z (Å)
C -0.1676 -1.2613 0.3780  0.083
C -1.3163 -0.6380 0.0880  -0.336
C -1.5477 0.6508 -0.6733  -0.050
C -2.4918 -1.4351 0.3274  -0.223
N -3.3800 -2.1798 0.3189  0.145
H -0.1563 -2.1302 1.0271  0.083
H 0.7778 -0.9539 -0.0314  0.040
H -2.4936 1.1059 -0.3594  0.083
H -0.7433 1.3704 -0.5132  0.060
H -1.6279 0.4446 -1.7450  0.088
C 2.4503 0.7545 -0.0463  -0.153
O 1.1711 1.0481 0.4659  -0.172
H 2.9444 1.6769 -0.3608  0.080
H 2.3071 0.1229 -0.9328  0.083
H 3.0985 0.2015 0.6472  0.089
H 1.1754 1.2228 1.4097  0.099

Properties
* lowest unoccupied orbital energy: 0.020 Eh
* electronic energy: -8866.5777 eV
* SMILES: C=C(C)C#N.CO
* molecular weight: 99.13 g/mol
* ΔE to the lowest compared entry with this formula, charge and spin: 254.2 kJ/mol
* max |F|: 1.24 eV Å⁻¹
* HOMO-LUMO gap: 10.0943 eV

***

Record 12
Formula: C5H9NO
Source: the Open Molecules 2025 dataset
Level of theory: ωB97M-V/def2-TZVPD

Each line ends with the Löwdin charge.
Element x y z (Å)
C 1.0715 -1.5917 -0.8135  -0.028
N 0.5716 -0.2401 -0.9084  -0.264
C -0.6013 0.2182 -1.3752  0.043
C 0.8243 0.8614 -0.1184  -0.062
C 0.0011 1.2670 1.0153  -0.484
O 0.2551 2.3017 1.6165  0.023
C -1.1278 0.3680 1.5125  -0.028
H 1.0922 -2.0546 -1.8036  0.087
H 0.4465 -2.1994 -0.1456  0.087
H 2.0858 -1.5579 -0.4059  0.097
H -0.6106 1.0891 -2.0193  0.082
H -1.5183 -0.3748 -1.2921  0.093
H 1.7539 1.4186 -0.2528  0.125
H -1.0409 0.3200 2.6008  0.084
H -2.0974 0.8217 1.2859  0.085
H -1.1057 -0.6473 1.1038  0.060

Properties
* lowest unoccupied orbital energy (alpha / beta): 0.007 / 0.007 Eh
* electronic energy: -8865.4871 eV
* molecular weight: 99.13 g/mol
* ΔE to the lowest compared entry with this formula, charge and spin: 359.5 kJ/mol
* max |F|: 0.34 eV Å⁻¹
* HOMO-LUMO gap (alpha / beta): 8.7254 / 8.7242 eV